[1]
The following is a quantum chemistry calculation of a 40-piece molecular cluster, H80O40 overall, from OMol25.

Properties
**HOMO energy**: -10.05 eV
**M**: 720.6 u
**E**: -83188.13542 eV
**LUMO energy**: -0.2 eV
**Gap between HOMO and LUMO**: 9.89 eV
**Relative energy (zero: lowest compared OMol25 entry of this formula, charge and spin)**: 407.7 kcal/mol

Geometry as XYZ:
```
120
Properties=species:S:1:pos:R:3:forces:R:3
H -0.2869 -0.9477 -1.0565 5.06 0.52 0.11
H 0.9667 0.0280 -1.3541 0.23 1.35 -0.43
O 0.8411 -0.8053 -0.9401 -5.69 -2.03 0.12
H 3.4010 3.3019 4.4582 0.09 0.20 -0.83
H 2.2541 2.9647 3.3869 -0.31 0.79 -3.15
O 2.5696 2.8898 4.2348 0.08 -0.93 3.99
H -3.1029 0.4944 -3.3751 -3.55 -1.59 0.88
H -3.6072 -0.9137 -3.1282 -0.19 -0.47 0.19
O -4.0205 -0.0450 -3.1649 3.78 2.20 -0.91
H -6.1877 1.2776 0.6981 1.06 1.99 -3.71
H -5.6076 1.4669 -0.7192 7.66 -8.37 -9.60
O -6.0244 1.8795 -0.1713 -8.54 6.39 13.01
H 0.6262 -2.9418 5.7063 1.06 1.11 -0.61
H 0.9844 -1.5803 5.1507 -2.03 4.18 -1.22
O 1.3631 -2.3485 5.3891 1.13 -5.25 1.96
H -3.2801 3.9767 0.2442 2.86 -1.73 -0.17
O -2.3578 3.4201 0.3725 -2.69 0.19 -1.91
H 6.8730 1.2840 0.0226 -0.14 0.88 0.34
O 6.2839 1.5392 -0.7031 0.76 -2.40 -0.66
H -1.1074 1.8943 1.9175 -1.26 0.29 1.71
H -0.2165 0.8175 1.2444 -0.19 2.80 0.28
O -0.4829 1.8244 1.2330 2.72 -2.51 -1.54
H 3.3900 -4.5507 -2.8004 0.97 0.58 1.16
H 4.0560 -3.1575 -2.7663 -0.34 -1.47 1.99
O 3.9496 -3.9960 -2.1838 0.39 0.58 -3.80
H 4.4770 1.0595 -1.2967 1.35 0.16 1.01
H 3.7406 2.1733 -1.9668 0.15 -0.54 -0.18
O 3.8793 1.2071 -1.9974 -0.87 1.34 -2.00
H -1.4609 4.7008 1.3667 0.20 -1.70 -0.91
H -1.9479 6.0334 0.8928 0.22 -0.83 1.52
O -1.7946 5.4928 1.7215 -0.61 3.05 -0.29
H -0.6777 3.3202 -0.5626 2.73 1.79 -3.61
O -0.0281 3.7071 -1.3952 -0.57 -1.58 4.43
H -3.2874 -4.8228 2.9323 0.68 -0.39 0.28
H -1.9484 -5.2958 3.8526 -3.26 2.20 -0.85
O -2.7988 -4.6631 3.7574 2.07 -2.08 0.26
H -2.3153 -4.6020 -2.9034 0.96 -1.74 -1.91
H -1.3740 -4.3008 -4.0374 -0.29 -1.48 0.33
O -1.8049 -5.1141 -3.6473 -0.64 3.24 1.77
H -3.7749 -0.6864 -0.2994 -2.02 0.01 1.33
H -3.9000 -0.3658 1.1625 -1.37 -0.59 -1.10
O -4.5158 -0.6238 0.4040 2.66 0.77 -0.33
H 4.4082 2.9036 1.7239 -0.74 0.38 -0.04
H 4.9798 2.9755 0.2478 -0.91 0.94 -2.00
O 5.1168 2.7224 1.1218 1.37 -0.96 2.49
H -0.4816 -3.7991 0.1496 -0.07 1.79 -0.26
H -1.7629 -3.4855 0.6929 -0.17 0.96 -1.03
O -1.1842 -3.0983 -0.0163 0.41 -1.67 1.33
H -4.4852 4.5528 -1.8009 0.21 0.37 2.41
H -5.1424 3.6476 -0.8000 0.42 0.97 0.92
O -4.5896 4.4846 -0.7841 -0.91 -1.36 -3.02
H 3.0901 -4.1924 -0.8805 -2.68 0.51 -0.25
O 2.1241 -4.1637 -0.5470 1.75 -0.76 2.27
H -5.3891 -2.7036 0.3618 0.58 0.56 0.06
H -5.0471 -4.1871 0.4769 1.58 2.56 -0.17
O -4.5908 -3.2496 0.4297 -1.95 -3.50 0.17
H 0.2484 4.1662 1.3182 2.73 0.60 -0.94
O 1.1924 4.0492 0.9016 -2.93 -2.69 1.74
H -4.2757 1.5020 4.3042 -1.16 -0.48 -2.77
H -5.4657 1.5665 3.1688 -0.15 0.28 0.56
O -4.5929 1.2273 3.3654 1.11 -0.01 1.92
H 2.6589 -0.9750 -1.6645 0.56 -0.68 -1.33
H 3.9116 -0.6279 -2.5540 -1.35 -0.88 0.14
O 3.2372 -1.3467 -2.3965 0.42 1.27 0.52
H 1.0144 0.3524 3.3507 1.21 5.60 5.11
H 1.7264 -0.8030 2.7398 -0.81 0.53 -0.08
O 0.8995 -0.2674 2.7652 -0.55 -6.30 -4.94
H -0.8018 -1.9500 4.2376 -1.63 -0.99 -0.27
H -2.1743 -2.9531 4.0213 0.73 0.60 -0.02
O -1.3241 -2.7616 4.4663 1.29 0.74 0.34
H 3.8977 -3.1223 3.6995 -0.87 0.60 -1.04
H 3.3422 -3.1835 2.2376 -0.15 -0.75 -0.72
O 3.3820 -2.6352 3.0070 0.90 0.39 1.54
H -0.8084 0.3478 -2.8358 -0.63 0.41 -0.10
H -0.1755 1.6232 -2.6295 4.66 2.58 1.13
O -0.9803 1.3153 -2.8317 -5.43 -3.87 0.31
H 4.1008 0.5298 1.8522 -0.21 0.56 0.61
H 4.0476 -0.1467 3.2245 0.08 0.71 -0.18
O 4.2163 0.7225 2.8021 -0.03 -1.31 -0.13
H -2.7674 3.3810 4.6582 0.18 -0.07 0.26
H -2.4011 3.4200 3.1987 -0.07 -1.41 1.41
O -2.3906 2.7909 3.9955 0.13 1.78 -1.59
H 1.6169 -1.5869 -3.9531 3.35 -2.44 2.89
H 1.2590 -0.3931 -4.4847 2.24 7.83 -0.65
O 0.9826 -1.2030 -4.4470 -5.56 -5.22 -2.13
H 3.6071 0.5439 -0.0963 -3.75 1.14 1.00
H 2.1101 1.5039 -0.0232 1.71 -1.46 0.01
O 2.5741 0.6298 0.1330 1.21 1.03 0.32
H 0.3839 -4.1752 2.6030 0.80 -3.50 3.93
O 0.3198 -3.6404 1.9000 5.12 -6.21 -7.28
H -1.9929 0.7289 0.7857 1.38 2.33 -0.79
H -1.3237 -0.9029 0.9054 0.49 1.32 -0.27
O -1.9642 -0.1772 0.9036 -2.08 -4.57 0.75
H 1.4592 -4.0065 -1.1908 0.00 0.39 -1.24
H -2.2678 2.9243 -0.5014 -0.70 0.79 1.58
H 1.0286 3.0243 0.8863 0.85 2.17 0.17
H 6.1505 0.6126 -1.0317 0.13 1.13 -0.20
H 0.7911 3.8917 -0.7968 -1.83 -0.07 -1.31
H -0.0775 -2.9906 2.2187 -5.49 9.51 4.05
O -1.7428 -1.7872 -2.1810 -0.48 1.04 -4.92
H -1.5727 -2.1168 -1.3627 0.34 -1.92 4.25
H -1.4107 -2.5053 -2.7667 -0.23 1.16 0.22
O -2.1184 -2.5459 -5.2042 0.13 0.54 -0.50
H -1.9227 -2.1344 -6.0548 -0.02 1.06 0.29
H -1.9629 -3.4188 -5.5250 -0.23 -1.64 0.11
O 3.5709 4.4110 -1.2061 -0.67 1.27 -1.42
H 3.1059 4.6489 -2.0408 0.17 -1.10 0.36
H 3.7496 5.3428 -1.0011 0.48 -0.35 0.96
O -2.0587 -5.4215 0.1487 5.78 3.41 3.23
H -2.7367 -5.9081 -0.0293 -6.34 -4.69 -2.01
H -1.7055 -5.0190 -0.6211 0.07 0.32 -1.19
O 4.5519 -0.7924 0.0863 2.17 1.86 -3.42
H 3.7743 -1.2535 -0.0573 -2.34 -1.98 0.03
H 4.9020 -0.8834 0.9143 1.11 -0.82 3.45
O 0.4087 2.1475 -4.5183 -2.15 1.14 -0.83
H -0.3944 2.7031 -4.2102 2.57 -0.01 -0.35
H -0.2224 1.4843 -4.8420 0.95 -0.65 -0.31
O -0.1768 4.7228 -3.8917 1.79 2.30 -3.01
H 0.4918 4.7136 -3.1877 -0.49 -0.13 -0.12
H 0.3041 5.2080 -4.7169 -1.72 -1.87 3.03
```
Forces are in eV/Å.

***

[2]
The following is a quantum chemistry calculation of a 40-piece molecular cluster, H80O40 overall, from OMol25.

Properties
**HOMO energy**: -9.90 eV
**M**: 720.6 u
**E**: -83194.97979 eV
**LUMO energy**: -0.8 eV
**Gap between HOMO and LUMO**: 9.15 eV
**Relative energy (zero: lowest compared OMol25 entry of this formula, charge and spin)**: 249.9 kcal/mol

Geometry as XYZ:
```
120
Properties=species:S:1:pos:R:3:forces:R:3
H 1.1402 -0.3670 5.9378 -1.84 -0.16 -0.93
H 2.2663 0.6852 5.5631 -0.38 0.87 -1.17
O 1.9910 -0.0390 6.0871 2.25 -0.69 1.99
H 0.8506 -5.6361 1.9306 0.32 -0.40 -0.23
H -0.0681 -5.0736 2.9402 0.35 -0.52 0.27
O 0.8475 -5.4281 2.8690 -1.18 0.62 -0.25
H -2.8591 0.1747 5.7808 0.86 1.12 0.48
H -4.0942 0.4176 4.8369 -0.59 1.53 -0.48
O -3.5775 -0.1961 5.3127 -0.32 -2.60 -0.06
H 4.1285 2.6992 0.7684 0.14 0.22 -0.34
H 5.1848 2.2840 1.9100 -2.91 0.22 -1.08
O 4.1798 2.3132 1.6439 2.79 -0.59 1.20
H 0.5357 0.6245 -3.2127 -0.59 -0.59 -0.13
H -0.6925 0.9572 -4.1572 -0.09 -0.38 0.33
O 0.0412 1.3170 -3.6592 0.50 1.20 -0.55
H -1.1702 0.3492 -0.9924 0.24 -0.37 -0.18
O -1.8268 0.9042 -0.5495 0.76 1.79 0.17
H -6.0488 0.2055 -2.4635 -1.23 -0.56 0.83
O -5.4680 0.7816 -2.9261 1.32 -0.63 -0.45
H 5.6708 -0.3651 -2.5833 -0.29 0.58 0.14
H 6.0756 -1.7341 -2.2137 -0.07 0.29 0.66
O 5.8029 -0.8947 -1.7940 0.56 -1.13 -0.78
H -5.4489 2.5656 -1.8171 -0.28 1.04 -0.44
H -4.2656 2.4088 -1.1088 0.77 0.49 0.14
O -4.8228 3.1591 -1.3580 -0.85 -1.39 -0.83
H -0.4831 3.8853 1.7864 -1.26 2.58 -0.12
H -1.5079 4.2657 2.6280 -0.16 0.71 0.34
O -1.0419 4.7530 1.9310 1.45 -2.28 0.00
H 0.0880 -3.3642 0.3572 0.13 -0.74 0.95
H 1.3182 -2.3391 0.8127 -0.91 -1.14 0.23
O 0.6038 -2.5926 0.1913 0.94 1.88 -1.10
H 0.3219 -1.4668 -6.2377 -1.04 1.77 0.51
O -0.3317 -0.7120 -6.1387 -0.43 -2.70 -1.71
H 4.7084 -0.4079 2.0548 -0.79 -1.04 -0.32
H 3.8231 -1.5002 2.5388 -0.64 -0.10 0.44
O 4.2366 -1.2232 1.7215 0.92 1.80 0.72
H -1.6053 2.0038 0.7781 0.58 -0.35 0.85
H -1.8565 1.7744 2.2972 -0.51 -0.30 0.58
O -1.2842 2.2214 1.6930 0.32 -0.13 -1.21
H 0.2672 1.9137 3.4306 -0.24 2.82 1.05
H 0.9077 2.7987 4.5490 -0.44 0.23 -0.70
O 0.2005 2.8636 3.8744 0.50 -3.29 -0.61
H 3.1498 3.1938 5.2428 0.36 -0.61 0.39
H 2.7336 4.0803 4.2195 -0.46 1.00 -1.00
O 2.8837 3.1509 4.3202 0.46 -0.39 0.99
H 0.6306 -1.0607 -1.0146 0.02 0.22 0.08
H 1.0341 0.3759 -1.5243 -0.49 -0.98 0.70
O 0.3255 -0.3117 -1.5507 0.20 0.22 -0.66
H 3.6724 -2.9270 -4.8554 0.60 -0.62 0.01
H 3.7511 -1.3558 -5.0907 -1.03 -1.63 -0.68
O 3.1518 -2.1684 -5.0839 0.88 1.48 0.01
H -3.8056 -0.6421 -1.9361 -0.08 -0.23 0.21
O -3.0828 -1.2803 -1.8883 -0.15 -0.98 1.06
H -3.2091 3.9549 3.0840 -0.09 0.36 -0.48
H -3.7973 2.8326 3.8244 -0.45 -0.45 0.18
O -3.1372 3.5112 3.9268 0.16 0.07 0.29
H -0.8394 5.9715 -0.8251 -0.15 -0.17 1.19
O -1.7061 6.2876 -0.5585 -1.25 0.68 -0.49
H -3.4664 0.7055 -5.9024 -0.85 -0.41 -0.25
H -3.5679 0.5935 -4.4771 -0.24 -0.01 0.26
O -4.1480 0.4660 -5.2413 1.55 0.43 -0.31
H 2.7958 -1.4547 -1.9264 0.53 0.85 -0.99
H 3.4666 -1.4326 -3.3465 -0.63 0.09 0.76
O 3.0861 -0.8536 -2.6594 -0.38 -0.67 0.56
H -0.8662 -4.0342 -2.6629 0.37 0.84 -0.34
H -0.7788 -2.4282 -2.5894 -0.27 -1.66 -1.19
O -0.8973 -3.2196 -3.2075 0.07 0.99 1.44
H -4.7415 -3.6896 1.0769 0.12 1.32 -0.13
H -4.7969 -2.4155 2.1760 0.02 -1.73 -1.28
O -4.8524 -3.3853 1.9825 -1.04 0.02 1.71
H 3.0202 4.4086 -1.3704 -1.44 -0.69 1.01
H 3.3863 5.0392 -0.1005 -2.32 -1.43 -0.06
O 2.6337 4.4115 -0.4383 4.32 2.60 -1.13
H 3.0315 -3.0950 2.3123 0.17 -1.22 -0.82
H 1.6199 -3.8647 2.7471 0.57 -1.21 -0.37
O 2.2283 -3.1285 2.8076 -0.32 2.35 1.02
H 1.1290 4.4710 -2.8860 0.94 -1.12 -0.65
H 1.3576 3.1520 -3.6976 -0.24 0.04 0.26
O 1.8303 3.8546 -3.2298 -0.77 1.03 0.43
H 2.1478 -0.3777 -4.7979 0.15 0.79 -0.79
H 2.4225 1.0487 -5.3198 -0.08 0.66 0.24
O 2.4066 0.1407 -5.5997 -0.04 -0.84 0.74
H 5.5239 0.0303 0.6955 -0.25 0.48 -0.87
H 6.8050 -0.5759 0.9893 0.81 -0.18 0.02
O 6.4570 0.2466 0.6446 -0.15 0.11 0.71
H 0.7026 -6.1701 -2.4958 0.26 -0.83 -0.64
H 1.4755 -4.7957 -2.5535 -0.91 -0.78 0.32
O 0.7648 -5.3126 -2.1089 0.51 1.48 0.48
H -3.2798 3.2735 0.3879 1.49 1.18 -0.64
O -3.8517 2.7029 0.8540 -0.98 -1.29 1.92
H -2.9180 -4.3221 -1.0320 0.59 -0.41 -0.11
H -4.3166 -4.8042 -1.2468 -0.55 -0.55 -0.20
O -3.7936 -4.0115 -1.2365 -0.23 0.41 0.08
H -3.3460 -2.0188 -1.2643 -0.24 1.34 -1.62
H -2.6425 0.4722 -0.4524 -1.27 -1.11 -0.12
H -1.9876 6.2078 0.3755 1.47 -0.55 -0.73
H -4.9645 0.1202 -3.4521 -0.63 0.91 -0.12
H -0.0190 -0.0883 -5.5271 1.40 0.91 0.99
H -4.7110 3.0221 0.5728 -0.42 0.10 -0.12
O -2.1273 -4.6020 2.4989 0.96 -0.67 0.37
H -2.0695 -3.8641 3.1315 -0.84 -0.33 -0.76
H -2.9884 -4.6376 2.0544 0.25 0.76 0.81
O 0.6428 -0.0832 2.2272 1.51 0.99 -0.28
H -0.0400 -0.6841 2.4158 -1.30 -1.29 0.14
H 1.0038 -0.2556 1.3243 -0.38 0.54 0.70
O 2.0618 0.5640 0.1436 2.49 1.05 1.14
H 1.7740 1.5578 0.1454 0.99 -1.86 -0.42
H 2.9668 0.5118 0.6302 -2.36 0.35 -1.20
O -2.7300 -2.6012 0.9113 0.24 1.08 0.20
H -3.0687 -1.7023 0.7842 0.33 -0.15 -0.03
H -2.4123 -2.8511 0.0519 0.55 0.12 -0.33
O -5.2454 0.5353 2.8517 -0.48 -1.43 0.86
H -4.6232 1.0877 2.4106 0.95 0.75 -0.87
H -4.8061 -0.3283 2.9905 -0.26 0.83 -0.06
O 0.8344 2.7803 0.0159 -0.73 -2.54 1.09
H 0.8077 3.7142 -0.0528 0.35 1.29 0.34
H 0.7370 2.4639 0.9532 -0.65 1.06 -0.87
O 5.4933 -3.2957 0.5189 0.46 0.70 -0.73
H 5.6014 -2.3164 0.4436 -0.44 -1.34 0.22
H 5.3500 -3.4812 1.4470 0.07 0.19 0.16
```
Forces are in eV/Å.

***

Question: Which formula does entry 2 have?
Answer: H80O40